Record 1
Here is a 2-piece molecular cluster, C5H14NP overall at a distorted geometry from the OMol25 dataset. Energies are from ωB97M-V/def2-TZVPD.

```
21
Properties=species:S:1:pos:R:3:forces:R:3
C -2.220296 1.778765 -0.603986 -0.620 -2.136 -0.061
C 1.154131 1.742521 0.206703 0.421 1.063 -1.780
C 1.853020 -0.685414 0.009535 0.637 -1.649 -0.481
C -0.535342 -1.534587 1.470970 -1.192 0.090 -1.070
C -0.942834 -0.969835 -1.363437 -1.042 -0.170 -0.083
N 0.871877 0.317481 -0.019600 -2.057 1.961 0.376
P -0.743806 -0.171700 0.239310 0.798 0.915 -0.565
H -1.607546 2.666557 -0.586781 0.330 0.546 0.905
H -3.043638 1.743741 0.154028 0.821 0.485 -0.180
H 1.372157 2.353564 -0.723278 0.225 -1.167 0.295
H 0.268091 2.292598 0.486108 -0.465 -0.422 0.699
H 1.951389 2.049674 0.878797 0.155 -0.713 0.464
H 1.739468 -1.598588 -0.662102 -0.398 1.431 -0.018
H 2.754208 -0.201870 -0.292460 1.151 -0.134 0.274
H 1.851105 -1.214990 0.958844 1.000 0.468 0.544
H 0.315286 -2.170346 1.323577 0.488 -0.113 -0.137
H -0.579716 -1.174903 2.477544 -0.161 0.100 0.582
H -1.386448 -2.155922 1.199966 -0.343 -0.208 0.605
H -1.792720 -1.660550 -1.424462 0.305 -0.037 -0.028
H -1.237197 -0.078939 -1.893469 -0.284 0.205 -0.579
H -0.041192 -1.327254 -1.835810 0.230 -0.517 0.239
```
Positions in Å, forces in eV/Å.

- HOMO level: -7.70 eV
- Molar mass: 119.15 g/mol
- Frontier orbital gap: 7.8902 eV
- ΔE to the lowest compared entry with this formula, charge and spin: 4.723 eV

---

Record 2
Here is one molecule with the formula C16H22ClN3O3 from the OMol25 dataset. Energies are from ωB97M-V/def2-TZVPD.

```
45
Properties=species:S:1:pos:R:3:forces:R:3
C -0.041751 2.269516 -1.461384 0.034 -0.002 -0.208
H 0.247761 1.369269 -0.927970 -0.043 -0.112 0.130
H -0.078989 3.095255 -0.752453 -0.012 0.069 0.099
C 0.922355 2.581199 -2.600789 0.018 0.133 0.190
C 2.359769 2.830593 -2.128905 -0.057 -0.096 -0.214
C 3.215250 1.556284 -2.075958 -0.067 0.075 -0.032
C 2.616643 0.476529 -1.202127 0.301 0.125 -0.173
O 2.134107 -0.549709 -1.619626 -0.129 -0.149 -0.223
N 2.664942 0.768110 0.136344 0.255 0.667 0.620
N 2.070585 -0.090459 0.990339 -0.103 -0.571 0.023
C 1.774367 0.155747 2.198062 0.377 0.393 -0.048
C 1.016960 -0.937420 2.897371 -0.364 -0.132 -0.024
H 1.530574 -1.892055 2.791185 0.098 0.023 0.065
H 0.877864 -0.702899 3.950915 -0.068 -0.061 -0.066
C -0.366082 -1.047188 2.227691 0.459 0.061 0.436
O -1.373344 -0.656883 2.765821 -0.205 0.252 0.107
N -0.271189 -1.581721 0.983571 0.131 -0.466 -0.375
C -1.320376 -1.673477 0.057443 -0.467 0.043 0.020
C -1.081894 -1.287949 -1.253330 -0.176 -0.059 0.059
C -2.112357 -1.310405 -2.177057 -0.148 -0.151 0.293
C -3.379587 -1.722281 -1.809906 0.172 0.062 -0.094
C -3.604925 -2.159548 -0.514998 -0.002 -0.039 0.240
C -2.584854 -2.167957 0.430624 0.132 0.018 -0.078
O -2.698490 -2.668383 1.684226 0.247 -0.020 -0.323
C -3.969040 -3.046892 2.150306 -0.160 -0.071 0.056
H -4.677830 -2.215042 2.102357 0.020 -0.013 -0.015
H -3.823522 -3.333177 3.190469 -0.066 0.002 -0.065
H -4.365854 -3.901267 1.590428 -0.004 0.053 0.024
H -4.590889 -2.508387 -0.254068 -0.079 -0.048 0.068
H -4.183350 -1.721334 -2.528651 -0.055 0.001 -0.083
Cl -1.806959 -0.796503 -3.798645 0.064 0.108 -0.298
H -0.089776 -0.977996 -1.546094 0.093 0.090 -0.005
H 0.660694 -1.560096 0.574244 -0.139 0.001 0.108
C 2.010283 1.416944 2.973881 0.082 0.005 -0.303
H 2.468486 2.202791 2.376592 0.008 0.075 0.041
H 1.055389 1.778053 3.353314 -0.043 0.052 0.056
H 2.654316 1.209147 3.827635 0.020 0.011 0.062
H 2.997154 1.678566 0.445458 -0.131 -0.251 -0.109
H 4.214866 1.802476 -1.709381 0.038 -0.043 -0.026
H 3.306260 1.144231 -3.081675 0.024 -0.053 0.105
H 2.851507 3.520764 -2.817976 0.047 0.019 0.095
H 2.337761 3.313927 -1.148555 0.037 0.099 0.016
H 0.914367 1.756549 -3.314796 -0.013 -0.002 -0.123
H 0.562284 3.471322 -3.121072 0.010 -0.048 -0.067
H -1.043483 2.111755 -1.852860 -0.136 -0.050 0.038
```
Positions in Å, forces in eV/Å.

- SMILES: CCCCC(=O)N/N=C(\C)CC(=O)Nc1cc(Cl)ccc1OC
- HOMO level: -7.94 eV
- Molar mass: 339.82 g/mol
- Frontier orbital gap: 8.5036 eV
- ΔE to the lowest compared entry with this formula, charge and spin: 2.347 eV

---

Record 3
Here is C6H8O2 as an isolated structure at a distorted geometry from the OMol25 dataset. Energies are from ωB97M-V/def2-TZVPD.

```
16
Properties=species:S:1:pos:R:3:forces:R:3
C -2.278041 -0.290387 -0.054114 -0.391 -0.782 -1.274
C -0.778187 -0.029942 0.107348 -1.881 0.142 -1.313
C -0.126277 0.943681 1.071910 0.149 0.009 0.143
C 0.942549 -0.162609 0.952343 0.540 -0.628 0.247
C 1.434252 -0.213523 -0.485393 0.268 1.047 0.219
C 0.170435 0.001630 -1.162744 0.038 -1.271 -0.593
H -2.468455 -1.041542 -0.891754 0.436 1.162 0.649
H -2.714825 -0.839304 0.787149 0.440 0.486 0.317
H -2.888551 0.608234 -0.241329 0.413 -0.291 -0.019
H -0.590182 1.015393 2.074813 0.215 -0.451 -0.636
H 0.079900 1.933030 0.696061 0.312 0.241 -0.129
H 1.714519 -0.354648 1.701340 -0.577 -0.347 0.208
H 2.253949 -0.834859 -0.815810 -0.088 -0.197 0.101
H -0.048232 -0.698174 -2.012080 0.009 1.378 0.416
O -0.177043 -1.139877 0.732921 1.056 -0.695 2.196
O 1.236228 0.979725 -1.217231 -0.939 0.197 -0.531
```
Positions in Å, forces in eV/Å.

- HOMO level: -9.59 eV
- Molar mass: 112.13 g/mol
- Frontier orbital gap: 10.5831 eV
- ΔE to the lowest compared entry with this formula, charge and spin: 3.582 eV

---

Record 4
Here is a 6-piece molecular cluster, C47H98N5O7 overall at a distorted geometry from the OMol25 dataset. Energies are from ωB97M-V/def2-TZVPD.

```
157
Properties=species:S:1:pos:R:3:forces:R:3
C -0.166851 -0.782051 0.048473 0.358 -1.867 -1.383
C 1.224089 -0.603521 -0.540387 -2.069 -0.106 2.162
O 1.394859 0.441139 -1.116837 1.754 1.342 -1.583
O 2.238299 -1.347671 -0.330357 -0.159 0.200 -0.345
H -0.851431 -0.381021 -0.698937 0.012 1.079 0.389
H -0.257871 -0.439501 1.079243 -0.073 -0.042 -0.277
H -0.445711 -1.821231 -0.125947 0.111 -0.563 1.009
C -0.829161 3.501139 -0.212367 -0.780 0.953 0.472
C -1.109251 4.091299 -1.610817 -0.969 0.153 1.253
C 0.285739 4.203429 -2.244477 -0.911 -0.360 -1.410
C 0.169469 4.214399 -3.745837 0.388 -0.074 -0.484
C -0.625941 3.051989 -4.285417 -0.560 0.251 0.024
C -2.064861 3.004769 -3.697427 -0.878 -0.190 -3.152
N -1.961161 3.042149 -2.253067 2.678 0.463 -1.841
O -3.155231 2.842189 -1.594717 -0.529 -0.119 0.487
C -3.017141 4.108099 -4.411677 0.558 -0.005 1.457
C -2.716651 1.644889 -4.157757 -1.112 0.774 1.272
C -1.911511 5.473719 -1.569437 1.307 -1.395 -0.855
H -1.735931 3.224819 0.325703 -0.210 -0.022 -0.135
H -0.415901 4.300089 0.403263 0.547 -0.178 0.105
H -0.192901 2.617729 -0.265877 0.179 0.209 -0.052
H 0.835089 5.118289 -2.022357 -0.132 -0.155 0.906
H 0.846739 3.294629 -2.026657 0.224 0.192 0.498
H 1.180989 4.157599 -4.147977 0.076 0.200 -0.236
H -0.279851 5.144269 -4.094477 0.000 0.151 -0.076
H -0.134071 2.091689 -4.130527 0.114 -0.043 0.437
H -0.636171 3.170819 -5.368877 -0.529 -0.101 -0.137
H -3.963981 4.078759 -3.872477 -0.245 -0.146 -0.163
H -2.692361 5.141729 -4.292447 0.357 -0.082 0.025
H -3.196001 3.986099 -5.479957 0.188 -0.547 0.106
H -3.266571 1.577079 -5.096427 1.455 0.363 -1.045
H -2.100631 0.779879 -3.912017 -0.136 -0.035 -0.166
H -3.682221 1.609389 -3.653267 0.179 -0.439 1.274
H -2.007001 5.826499 -2.596337 -0.077 -0.074 -0.003
H -1.302191 6.243189 -1.095347 -0.433 -0.076 0.646
H -2.917781 5.270759 -1.202937 0.223 0.416 0.432
H -2.884641 2.029469 -1.161287 -0.930 -0.231 0.449
C -4.180481 -1.984681 -2.093077 0.563 0.066 0.147
C -5.177351 -3.088331 -1.551597 1.770 -0.337 -1.625
C -4.335981 -4.030091 -0.651997 -0.099 0.010 2.040
C -3.899121 -3.416751 0.706133 -0.998 1.355 -0.636
C -5.198431 -2.922921 1.388223 0.637 0.105 -0.675
C -5.984641 -1.889641 0.517043 0.052 1.232 0.659
N -6.250331 -2.448191 -0.837277 0.682 -2.166 2.549
O -7.035471 -1.701561 -1.668487 -0.305 1.512 -0.479
C -7.355331 -1.760991 1.255943 0.370 0.372 0.505
C -5.291821 -0.398481 0.595813 -1.643 -0.898 -0.163
C -5.769981 -3.998891 -2.718377 0.485 1.053 0.702
H -4.530041 -0.963951 -1.938097 -0.514 -0.118 -0.412
H -3.778241 -2.087721 -3.100887 -0.643 -0.184 -0.321
H -3.247321 -1.963171 -1.530197 0.073 -0.361 0.473
H -4.950551 -4.814001 -0.209387 -0.418 -0.551 -0.894
H -3.496641 -4.499741 -1.164867 -0.150 0.227 -0.409
H -3.329521 -2.492381 0.610183 0.330 0.123 -0.421
H -3.267841 -4.016111 1.362163 -0.348 -0.580 -0.200
H -4.841111 -2.493591 2.324223 -0.620 0.460 0.127
H -5.940421 -3.685661 1.624413 0.386 -0.506 -0.006
H -8.042781 -1.003021 0.880443 0.169 0.027 -0.296
H -7.907571 -2.687681 1.412113 0.149 -0.316 -0.746
H -7.143091 -1.492901 2.290923 0.168 0.394 0.064
H -5.568161 0.051039 1.549573 0.127 -0.281 0.287
H -4.221111 -0.237141 0.470793 0.008 -0.628 -0.248
H -5.844471 0.225289 -0.106747 0.231 0.016 -0.376
H -5.026511 -4.302221 -3.455497 0.342 0.280 0.153
H -6.512221 -3.399101 -3.245087 -0.153 -0.345 0.008
H -6.161491 -4.934061 -2.318037 -0.386 0.238 0.158
H -7.927621 -2.036451 -1.552277 -0.126 -0.145 0.004
C -0.552741 -0.678551 4.392883 -0.862 0.163 0.209
C -0.515811 0.853009 4.704963 2.071 1.519 -0.600
C -1.926201 1.584029 4.734053 1.006 -0.900 -1.984
C -2.632941 1.573049 6.021583 1.738 0.881 1.563
C -1.652661 2.351849 6.922583 -1.221 0.901 1.706
C -0.287091 1.755509 7.188493 0.297 -1.444 0.089
N 0.264119 1.198979 5.931073 -1.305 2.323 -0.926
O 1.506569 0.567009 5.993993 -0.813 -0.144 0.645
C 0.638729 2.762619 7.970613 -0.161 -0.346 -1.948
C -0.453921 0.568579 8.156643 0.468 -0.368 -0.260
C 0.364419 1.549219 3.532603 -0.629 -0.451 0.103
H -1.565851 -0.962541 4.108173 -0.200 0.003 0.007
H -0.308431 -1.324811 5.235943 0.134 0.185 0.162
H 0.063579 -0.999851 3.553233 0.291 0.341 0.118
H -1.736521 2.610579 4.420523 -0.120 0.035 -0.085
H -2.576541 1.108159 4.000083 0.291 -0.016 -0.543
H -2.719451 0.542769 6.366753 -0.476 0.045 0.253
H -3.568821 2.131759 6.012623 -0.148 -0.426 -0.154
H -2.109851 2.545669 7.892903 -0.124 -0.974 0.730
H -1.645091 3.428849 6.754873 0.569 0.106 -1.578
H 1.620789 2.317149 8.129393 -0.246 -0.269 0.596
H 0.893709 3.609449 7.333453 -0.428 0.287 -0.042
H 0.112449 3.100859 8.863213 0.323 -0.136 0.091
H 0.560749 0.223539 8.355353 0.105 0.351 1.129
H -1.059441 0.886639 9.005333 0.472 -0.407 0.343
H -0.830811 -0.363101 7.734713 -0.926 0.277 -0.412
H 1.381349 1.188079 3.379193 -0.142 -0.992 0.395
H 0.615999 2.600749 3.670743 -0.917 0.262 0.414
H -0.150811 1.422999 2.580393 -0.114 0.132 -0.196
H 1.209049 -0.177101 6.522553 1.067 -0.939 0.102
C 7.585749 -0.005011 -0.928647 -0.551 -0.314 -0.525
C 7.155009 1.197739 -0.110437 2.859 0.913 0.415
C 7.900939 2.389119 -0.825087 -1.333 2.005 1.642
C 7.516249 3.771389 -0.221477 -1.001 0.605 1.251
C 6.027539 4.050229 -0.172277 -1.216 -2.933 -0.636
C 5.239989 2.714789 0.367343 0.050 3.783 2.426
N 5.764069 1.518439 -0.145397 0.337 -1.808 -1.576
O 5.013839 0.374059 0.194213 -0.501 0.021 -0.628
C 5.272059 2.762259 1.962223 0.577 0.815 -0.429
C 3.800949 2.909159 -0.043707 -0.343 -1.687 -0.707
C 7.767179 0.907609 1.320623 0.433 -0.063 -0.502
H 8.669449 0.021769 -1.042497 0.011 0.247 -0.108
H 7.115369 0.074529 -1.908707 0.018 -0.433 -0.106
H 7.401309 -0.964971 -0.446417 -0.513 0.036 -0.119
H 8.964389 2.389459 -0.586007 0.160 -0.798 -0.974
H 7.533089 2.488369 -1.846327 0.785 -0.735 -0.361
H 7.904219 4.686479 -0.668907 0.913 -0.456 -0.420
H 7.824199 3.788119 0.823983 0.431 0.044 0.178
H 5.615479 4.203059 -1.169747 0.247 -0.163 -0.411
H 5.676909 4.944469 0.342983 0.375 -0.238 0.589
H 5.467529 3.774599 2.315873 -0.446 0.435 -0.286
H 4.318469 2.478979 2.407773 0.216 -0.481 0.090
H 6.157599 2.297729 2.395973 -0.499 -0.659 -0.056
H 3.261669 3.642299 0.556103 0.093 0.013 -0.260
H 3.713189 3.019269 -1.124577 0.096 0.853 -0.073
H 3.356939 1.915599 0.017973 -0.574 0.115 0.704
H 6.997179 0.492319 1.970803 0.186 0.550 0.402
H 8.393419 1.718009 1.693693 -0.935 0.580 0.591
H 8.543469 0.142659 1.338373 -0.160 -0.488 -0.747
H 5.131759 0.147979 1.119733 0.232 0.244 0.638
C -0.005961 -4.267851 -5.111287 -0.933 -0.562 -0.054
C 0.290139 -3.536321 -3.778947 -1.191 1.094 -0.764
C -0.744701 -4.028671 -2.720247 -0.792 -1.185 -0.246
C -0.507971 -5.399301 -2.040137 1.745 2.393 0.722
C 0.872449 -5.192231 -1.288537 -0.468 -0.261 -0.939
C 2.013039 -4.877211 -2.291337 1.876 0.288 -1.196
N 1.633009 -3.754291 -3.259027 -0.083 0.564 1.646
O 2.690019 -3.179721 -4.066137 -1.168 -1.023 1.157
C 3.373869 -4.455411 -1.512727 -1.716 0.863 0.815
C 2.363549 -6.141241 -3.074797 0.498 -1.345 0.074
C 0.063119 -1.949021 -4.107167 0.836 -1.914 0.246
H 0.278309 -3.682431 -5.985687 1.165 -0.657 -0.011
H -1.037621 -4.458191 -5.407187 -0.938 0.950 0.821
H 0.184029 -5.337631 -5.024237 1.443 0.015 -0.497
H -0.983091 -3.357881 -1.894837 0.380 0.549 -0.233
H -1.695951 -4.296241 -3.180277 -0.216 1.132 -0.705
H -0.588411 -6.208051 -2.766457 0.578 -0.176 0.184
H -1.345011 -5.479651 -1.346577 0.188 -0.388 0.235
H 1.026879 -6.081401 -0.677287 0.841 -0.051 -0.174
H 0.934739 -4.340951 -0.610637 -1.000 0.159 0.176
H 3.300059 -3.414781 -1.196907 -0.165 0.208 -0.303
H 3.404819 -4.956111 -0.545027 -0.136 -0.570 -0.046
H 4.378909 -4.552461 -1.923307 -0.475 -0.361 -0.826
H 1.857839 -7.040431 -2.722937 -0.502 0.089 0.139
H 2.183679 -6.134831 -4.149837 0.152 0.363 -0.014
H 3.398539 -6.405761 -2.858167 0.188 0.072 -0.536
H 0.564939 -1.392661 -3.315497 -0.568 0.291 0.121
H -0.983151 -1.731361 -4.321747 -0.146 0.007 0.685
H 0.562589 -1.670251 -5.035017 0.344 -0.274 0.034
H 3.050989 -3.937251 -4.532457 0.198 -0.223 -0.465
```
Positions in Å, forces in eV/Å.

- Spin multiplicity: 2
- HOMO level (spin up / spin down): -7.83 / -7.83 eV
- Molar mass: 845.33 g/mol
- Frontier orbital gap (spin up / spin down): 8.2400 / 4.9729 eV
- ΔE to the lowest compared entry with this formula, charge and spin: 2.960 eV